{
  "formula": "C3H4NOS2",
  "method": "wB97M-V/def2-TZVPD",
  "symbols": ["S", "S", "O", "N", "C", "C", "C", "H", "H", "H", "H"],
  "coordinates": [[2.275, 2.240, -0.785], [-0.209, -0.399, 2.371], [-0.404, 1.809, -0.643], [-1.465, -0.964, 0.035], [0.777, 1.755, -0.619], [0.861, -0.636, -0.110], [-0.240, -0.672, 0.662], [1.757, -0.788, 0.419], [-1.679, -0.321, -0.716], [-2.257, -1.191, 0.579], [0.583, -0.832, -1.194]],
  "forces_ev_per_angstrom": [[0.4, 0.0, 0.0], [-0.2, -0.4, -0.2], [1.9, 0.3, -0.1], [0.5, 0.4, -1.2], [-2.6, -0.2, -0.1], [-1.2, 0.0, -2.3], [-1.0, -0.5, 1.8], [1.3, 0.2, -0.2], [0.0, -0.1, -0.1], [-0.4, 0.3, 1.0], [1.4, -0.1, 1.2]],
  "nbo_charge": [-0.12, -0.51, -0.53, -0.87, 0.47, -0.68, 0.09, 0.23, 0.37, 0.38, 0.18],
  "charge": -1,
  "gap_ev": [5.99, 5.99]
}

=====

{
  "formula": "C7H16N",
  "method": "wB97M-V/def2-TZVPD",
  "symbols": ["N", "C", "C", "C", "C", "C", "C", "C", "H", "H", "H", "H", "H", "H", "H", "H", "H", "H", "H", "H", "H", "H", "H", "H"],
  "coordinates": [[-2.409, 0.484, -2.363], [1.415, -1.802, 1.539], [-0.037, 0.158, 1.263], [1.159, -0.608, 0.874], [-0.526, 1.481, 0.600], [-0.755, 1.759, -0.937], [2.731, -2.458, 1.570], [-0.951, 0.520, -1.922], [-1.554, 2.497, -1.177], [-2.969, 1.074, -1.790], [3.134, -2.449, 0.620], [-1.417, 1.933, 1.030], [-0.737, -0.353, -1.210], [-2.477, 0.953, -3.316], [-0.960, -0.541, 1.179], [2.092, -0.003, 0.627], [0.394, 2.176, 0.894], [0.001, 0.436, 2.292], [3.484, -1.902, 2.116], [-2.896, -0.464, -2.169], [0.501, -2.261, 1.962], [0.257, 2.349, -1.124], [-0.171, 0.463, -2.565], [2.692, -3.442, 2.006]],
  "forces_ev_per_angstrom": [[0.5, -1.3, -1.3], [-2.0, 2.5, -1.9], [-4.5, -0.7, -1.5], [3.1, -1.0, 2.1], [2.4, 2.0, 0.0], [2.8, 0.6, -1.0], [-0.2, 0.0, 1.7], [-1.1, -0.1, 6.4], [0.4, -0.3, 0.6], [-0.2, 1.1, 1.0], [0.8, -0.5, -2.2], [0.2, -0.6, 1.0], [-0.8, 0.8, -1.2], [-0.3, -1.6, 1.0], [1.3, 0.6, 0.4], [-1.2, -0.8, -0.3], [-2.2, -0.9, -0.6], [0.1, 0.1, 0.8], [-0.1, 0.3, 0.6], [1.2, 1.5, -1.5], [0.8, -0.1, 0.0], [-2.2, -1.4, -0.8], [1.3, 0.0, -3.2], [0.0, -0.4, -0.1]],
  "nbo_charge": [-0.70, -0.08, -0.44, -0.29, -0.40, -0.44, -0.67, -0.27, 0.20, 0.44, 0.23, 0.22, 0.25, 0.47, 0.18, 0.20, 0.21, 0.24, 0.23, 0.47, 0.20, 0.26, 0.25, 0.23],
  "smiles": "C/C=C/CCCC[NH3+]",
  "charge": 1,
  "gap_ev": 7.89
}

=====

{
  "formula": "C5H12N2",
  "method": "wB97M-V/def2-TZVPD",
  "symbols": ["N", "N", "C", "C", "C", "C", "C", "H", "H", "H", "H", "H", "H", "H", "H", "H", "H", "H", "H"],
  "coordinates": [[1.043, 1.178, -1.118], [-0.845, 2.655, 0.332], [-0.980, -2.485, -0.063], [0.328, -2.090, -0.074], [-0.625, 1.254, 0.803], [0.128, 0.430, -0.271], [0.891, -0.743, 0.448], [-1.788, 2.759, -0.027], [0.791, -0.865, 1.530], [-1.687, -1.666, -0.155], [2.040, 1.163, -0.943], [-0.529, -0.063, -0.979], [0.981, 0.873, -2.083], [1.953, -0.639, 0.208], [0.027, 1.302, 1.685], [1.076, -2.881, 0.059], [-1.463, 0.655, 1.158], [-1.106, -3.552, -0.029], [-0.234, 2.715, -0.481]],
  "forces_ev_per_angstrom": [[0.0, 1.1, -1.0], [-0.7, -0.8, 0.3], [1.5, 1.3, 0.0], [1.6, -0.3, 0.9], [1.5, 0.8, -0.5], [1.2, -1.2, 1.4], [-1.2, -1.2, -1.9], [-0.1, 0.0, 0.0], [-0.2, 0.7, 0.4], [-0.7, -0.8, 0.1], [-0.2, -0.3, 0.8], [-0.5, 0.2, 0.2], [-0.3, -0.1, 0.1], [-0.1, -0.2, 0.1], [0.0, 0.1, -0.2], [-0.2, 0.1, -0.2], [-0.6, 0.4, -0.3], [-0.9, -0.1, -0.2], [0.1, 0.2, 0.0]],
  "nbo_charge": [-0.89, -0.87, -0.70, -0.42, -0.26, -0.13, -0.60, 0.33, 0.18, 0.18, 0.36, 0.19, 0.35, 0.19, 0.17, 0.16, 0.20, 0.19, 0.38],
  "multiplicity": 2,
  "charge": -1,
  "s_squared": 0.752,
  "gap_ev": [3.24, 8.73]
}

=====

| no. | electronic energy (eV) | F_max (eV Å⁻¹) |
| --- | --- | --- |
| 1 | -28384.4619 | 2.59 |
| 2 | -8998.8817 | 6.53 |
| 3 | -8356.7633 | 2.59 |